Entry 1:
Molecular formula: C31H119HgN3O35
Method: DFT, ωB97M-V/def2-TZVPD

Summary:
strongest force on any atom: 3.26 eV/A
E_LUMO: 0.18 eV
total charge: 0
Kohn-Sham gap: 8.598 eV

CARTESIAN COORDINATES (ANGSTROEM)
Hg -2.898 -0.846 2.795
C -0.106 -1.954 -0.103
C -1.083 -1.238 0.772
O -2.318 -1.677 0.753
O -0.705 -0.368 1.631
H 0.736 -1.328 -0.255
H -0.583 -2.348 -1.017
H 0.291 -2.870 0.362
C -1.419 0.668 6.476
C -1.825 0.299 5.053
O -2.337 -0.878 4.866
O -1.730 1.058 4.093
H -0.811 1.513 6.478
H -0.812 -0.135 6.845
H -2.254 0.769 7.197
O -1.885 1.803 0.047
H -1.129 2.382 -0.198
H -1.467 1.155 0.660
O -4.534 -2.546 3.345
H -4.175 -3.177 3.994
H -4.744 -3.126 2.547
O -0.406 -4.735 -1.637
H -0.874 -5.333 -2.285
H 0.469 -4.505 -2.026
O -2.708 -3.737 -3.840
H -2.291 -2.849 -3.794
H -2.624 -3.901 -2.880
O -2.971 -4.541 4.455
H -2.123 -4.314 4.903
H -2.659 -4.696 3.525
O -4.293 2.543 0.903
H -4.209 3.011 1.714
H -3.440 2.325 0.637
O -6.298 -1.705 1.141
H -6.285 -2.238 0.308
H -7.176 -1.601 1.484
O -5.212 -4.244 1.207
H -5.566 -5.073 1.531
H -5.674 -4.090 0.398
O -3.790 -6.977 1.153
H -3.291 -6.140 1.344
H -3.439 -7.584 1.843
O 2.666 -3.684 0.225
H 2.804 -3.828 1.190
H 3.439 -3.232 -0.074
O 2.535 -3.787 4.914
H 1.706 -3.304 4.675
H 3.079 -3.104 5.268
O 2.763 -5.481 2.453
H 2.796 -5.116 3.387
H 2.300 -6.277 2.549
O -2.871 -0.238 -1.900
H -3.741 -0.531 -1.563
H -2.703 0.596 -1.415
O -6.107 -3.009 -1.335
H -6.405 -2.832 -2.235
H -5.127 -3.331 -1.285
O -4.730 0.152 2.162
H -5.327 -0.524 1.623
H -4.603 0.981 1.645
O 3.107 -3.879 -6.212
H 2.948 -2.933 -6.170
H 2.891 -4.225 -7.090
O 1.494 -3.128 -3.495
H 1.439 -3.667 -4.267
H 2.446 -2.955 -3.380
O -2.488 -6.416 -1.284
H -1.819 -6.478 -0.597
H -3.280 -6.847 -0.902
O -0.086 -2.372 3.914
H 0.137 -1.607 3.378
H -0.948 -2.131 4.330
O 0.262 -5.593 0.832
H 0.182 -5.447 -0.094
H 1.213 -5.436 1.118
O -2.119 -4.565 1.706
H -2.182 -3.618 1.538
H -1.215 -4.736 1.406
O 0.460 3.288 2.853
H 1.158 2.583 2.796
H -0.292 2.773 3.064
O -3.879 3.818 3.558
H -4.637 4.039 4.080
H -3.503 3.000 3.912
O -9.263 -1.420 1.624
H -9.891 -0.939 1.084
H -9.754 -1.928 2.273
O -1.526 -6.463 -4.138
H -1.892 -6.831 -3.304
H -1.889 -5.610 -4.327
O -5.204 -2.462 -4.285
H -5.028 -1.666 -4.774
H -4.377 -2.971 -4.227
O -1.410 -0.968 -4.210
H -0.747 -1.206 -3.570
H -2.084 -0.415 -3.758
O -3.351 -3.703 -1.041
H -3.082 -3.191 -0.286
H -3.037 -4.631 -0.938
C -1.366 4.604 -2.128
C -0.097 5.287 -1.645
C 0.014 6.746 -2.102
C -0.908 7.741 -1.405
C -0.817 7.588 0.112
C -0.953 6.161 0.590
N 0.023 5.314 -0.173
O -0.203 3.941 0.207
C -0.497 6.145 2.035
C -2.441 5.717 0.610
C 1.091 4.361 -2.236
H -1.484 4.641 -3.192
H -2.181 5.104 -1.665
H -1.342 3.529 -1.871
H 1.058 7.145 -2.041
H -0.154 6.736 -3.155
H -2.002 7.595 -1.703
H -0.743 8.813 -1.685
H -1.628 8.216 0.562
H 0.204 7.925 0.442
H 0.602 6.267 2.182
H -1.037 6.997 2.626
H -0.901 5.225 2.438
H -2.898 6.093 1.555
H -3.088 5.940 -0.227
H -2.512 4.663 0.733
H 0.977 4.214 -3.322
H 0.964 3.380 -1.797
H 2.151 4.587 -2.159
H 0.168 3.810 1.108
C 6.428 -0.374 -4.162
C 5.142 0.371 -3.816
C 5.398 1.874 -4.009
C 4.081 2.782 -4.067
C 3.067 2.176 -5.004
C 2.842 0.655 -4.813
N 4.172 -0.072 -4.865
O 3.954 -1.488 -4.595
C 1.978 0.394 -3.554
C 2.015 0.176 -6.023
C 4.843 -0.031 -2.319
H 7.386 0.092 -3.894
H 6.592 -0.326 -5.258
H 6.459 -1.389 -3.772
H 6.050 2.282 -3.207
H 5.910 1.853 -5.018
H 4.519 3.733 -4.375
H 3.710 2.849 -3.054
H 3.358 2.348 -6.047
H 2.096 2.596 -4.982
H 1.917 1.337 -2.989
H 0.954 0.111 -3.860
H 2.394 -0.440 -2.910
H 1.005 0.594 -5.958
H 2.435 0.683 -6.931
H 1.973 -0.946 -6.039
H 4.004 0.545 -1.857
H 5.690 0.182 -1.667
H 4.635 -1.089 -2.157
H 4.745 -1.837 -5.027
C 3.830 -0.159 4.509
C 2.964 1.048 4.120
C 3.663 2.414 4.268
C 4.718 2.756 3.160
C 4.184 2.529 1.751
C 3.344 1.172 1.581
N 2.398 1.088 2.744
O 1.740 -0.161 2.515
C 2.492 1.462 0.367
C 4.320 0.040 1.289
C 1.722 1.096 5.094
H 4.790 -0.154 3.980
H 3.301 -1.080 4.325
H 4.099 -0.097 5.564
H 2.811 3.029 4.270
H 4.102 2.566 5.261
H 5.680 2.202 3.267
H 5.133 3.749 3.314
H 4.997 2.343 1.009
H 3.528 3.356 1.491
H 3.284 1.811 -0.407
H 2.052 0.522 -0.009
H 1.812 2.342 0.389
H 5.123 0.131 2.001
H 3.770 -0.925 1.445
H 4.809 0.166 0.327
H 1.047 0.261 4.857
H 1.144 1.976 4.897
H 1.996 1.052 6.132
H 0.819 0.056 2.198

Löwdin population analysis, charges in e, atoms 1 to 8: atom 1 (Hg): 1.29, atom 2 (C): 0.04, atom 3 (C): -0.59, atom 4 (O): -0.14, atom 5 (O): -0.12, atom 6 (H): 0.06, atom 7 (H): 0.09, atom 8 (H): 0.08

***

Entry 2:
Molecular formula: C31H17Cl5N4O5Ti
Method: DFT, ωB97M-V/def2-TZVPD

Summary:
strongest force on any atom: 2.57 eV/A
E_LUMO (spin up / spin down): 3.94 / 3.94 eV
total charge: -2
Kohn-Sham gap (spin up / spin down): 3.761 / 3.764 eV

CARTESIAN COORDINATES (ANGSTROEM)
Ti 0.115 0.181 -0.403
O 2.697 3.220 -1.437
C 2.049 2.185 -1.272
N 0.737 1.989 -1.142
C -0.270 2.936 -1.380
C -0.087 4.136 -2.053
C -1.177 4.954 -2.335
C -2.444 4.567 -1.932
C -2.637 3.376 -1.239
C -1.558 2.548 -0.931
N -1.594 1.414 -0.099
C -2.768 0.890 0.302
O -3.871 0.968 -0.238
C -2.687 0.092 1.598
C -3.620 -0.922 1.803
C -3.564 -1.646 2.980
C -2.590 -1.328 3.915
C -1.724 -0.282 3.628
N -1.766 0.418 2.500
C 2.801 0.846 -1.339
C 4.168 0.815 -1.551
C 4.755 -0.404 -1.857
C 3.962 -1.538 -1.962
C 2.610 -1.429 -1.675
N 2.062 -0.268 -1.339
H 0.913 4.414 -2.352
H -1.027 5.885 -2.871
H -3.302 5.191 -2.158
H -3.627 3.076 -0.936
H -4.346 -1.119 1.028
H -4.262 -2.456 3.161
H -2.499 -1.870 4.848
H -0.951 0.006 4.336
H 4.714 1.747 -1.508
H 5.823 -0.467 -2.031
H 4.376 -2.500 -2.232
H 1.942 -2.283 -1.692
Cl -3.110 -5.569 -3.650
C -2.320 -4.067 -3.146
C -1.805 -3.239 -4.136
C -1.205 -2.057 -3.700
Cl -0.575 -0.971 -4.924
C -1.103 -1.678 -2.370
O -0.601 -0.496 -2.036
C -1.582 -2.596 -1.360
C -1.388 -2.348 -0.001
O -0.652 -1.348 0.448
C -2.230 -3.783 -1.811
H -1.873 -3.479 -5.186
H -1.811 -3.026 0.738
H -2.629 -4.475 -1.080
Cl 4.335 -0.212 6.137
C 3.383 -0.013 4.675
C 3.239 -1.070 3.803
C 2.490 -0.906 2.648
Cl 2.333 -2.277 1.588
C 1.860 0.308 2.302
O 1.165 0.503 1.248
C 2.046 1.351 3.253
Cl 1.299 2.879 2.921
C 2.785 1.209 4.408
H 3.702 -2.026 4.007
H 2.888 2.043 5.088

Löwdin population analysis, charges in e, atoms 1 to 8: atom 1 (Ti): 1.09, atom 2 (O): 0.02, atom 3 (C): -0.46, atom 4 (N): 0.01, atom 5 (C): -0.18, atom 6 (C): -0.03, atom 7 (C): -0.13, atom 8 (C): -0.13

***

Entry 3:
Molecular formula: C31H19BrCrF6I2N4O7S2
Method: DFT, ωB97M-V/def2-TZVPD

Summary:
strongest force on any atom: 3.65 eV/A
E_LUMO (spin up / spin down): 3.25 / 3.26 eV
total charge: -2
spin multiplicity: 5
Kohn-Sham gap (spin up / spin down): 2.176 / 5.286 eV

CARTESIAN COORDINATES (ANGSTROEM)
Cr -0.005 0.381 0.044
I 2.455 7.236 2.579
C 2.373 5.276 1.723
C 2.998 5.041 0.504
C 2.786 3.762 -0.048
I 3.687 3.479 -1.841
C 1.808 2.826 0.437
O 1.338 1.841 -0.304
C 1.319 3.096 1.761
C 0.432 2.194 2.482
N -0.702 1.609 1.717
C -1.697 0.893 2.574
C -2.208 -0.391 1.961
C -3.236 -1.113 2.561
C -3.575 -2.344 1.974
C -2.782 -2.950 0.993
C -1.771 -2.155 0.409
N -1.553 -0.894 0.826
C 1.606 4.311 2.357
H 3.626 5.767 0.030
H 0.030 2.773 3.350
H 1.080 1.336 2.728
H -1.097 2.415 1.233
H -2.533 1.602 2.759
H -1.150 0.744 3.531
H -3.838 -0.603 3.252
H -4.528 -2.826 2.226
H -2.858 -4.023 0.725
H -1.152 -2.516 -0.390
H 1.163 4.612 3.333
F -3.566 2.357 -3.730
C -3.391 1.275 -2.965
F -2.557 0.424 -3.619
F -4.542 0.663 -2.682
S -2.612 1.781 -1.239
O -1.126 1.572 -1.346
O -3.145 1.025 -0.130
N -3.024 3.325 -1.222
S -2.396 4.594 -0.400
O -1.166 4.266 0.311
O -2.511 5.694 -1.351
C -3.682 4.797 1.020
F -3.022 5.621 1.852
F -4.792 5.417 0.584
F -4.013 3.656 1.699
N 1.181 -6.046 -7.479
C 1.239 -5.257 -6.621
C 1.184 -4.226 -5.658
C 2.350 -3.780 -4.991
C 2.178 -2.821 -4.022
C 0.838 -2.281 -3.712
C -0.250 -2.735 -4.434
C -0.092 -3.706 -5.388
C 0.697 -1.371 -2.672
C 0.458 -0.642 -1.681
H 3.317 -4.083 -5.261
H 2.995 -2.363 -3.464
H -1.200 -2.221 -4.127
H -0.888 -3.844 -6.183
Br 4.591 -6.194 2.184
C 3.912 -4.526 2.499
C 3.030 -4.240 3.553
C 2.239 -3.137 3.528
C 2.354 -2.257 2.412
C 3.215 -2.577 1.322
C 4.164 -3.560 1.487
C 1.418 -1.081 2.276
O 0.789 -0.695 3.320
O 1.326 -0.629 1.046
H 2.818 -4.995 4.319
H 1.643 -2.784 4.363
H 3.143 -2.011 0.400
H 4.878 -3.784 0.719

Löwdin population analysis, charges in e, atoms 1 to 8: atom 1 (Cr): 0.82, atom 2 (I): 0.72, atom 3 (C): -0.71, atom 4 (C): -0.26, atom 5 (C): -0.69, atom 6 (I): 0.93, atom 7 (C): -0.37, atom 8 (O): -0.20

***

Entry 4:
Molecular formula: C31H19Cl3N2O2S3Sm
Method: DFT, ωB97M-V/def2-TZVPD

Summary:
strongest force on any atom: 1.46 eV/A
E_LUMO (spin up / spin down): -3.44 / -3.42 eV
total charge: +1
spin multiplicity: 6
Kohn-Sham gap (spin up / spin down): 7.438 / 7.463 eV

CARTESIAN COORDINATES (ANGSTROEM)
Sm 0.176 0.239 0.126
Cl 7.056 -1.793 -1.801
C 5.571 -1.413 -0.991
C 4.577 -0.738 -1.675
C 3.420 -0.460 -0.977
Cl 2.137 0.389 -1.868
C 3.163 -0.808 0.344
O 2.002 -0.505 0.913
C 4.197 -1.494 0.979
Cl 4.012 -1.981 2.627
C 5.384 -1.790 0.329
H 4.697 -0.450 -2.710
H 6.163 -2.321 0.860
C 2.855 4.231 0.293
C 2.357 2.934 0.472
N 1.070 2.650 0.415
C 0.189 3.653 0.192
C 0.588 4.964 -0.037
C 1.967 5.237 0.022
C -0.398 5.984 -0.299
C -1.708 5.683 -0.293
C -2.152 4.339 -0.009
C -3.515 3.996 0.064
C -3.883 2.716 0.372
C -2.875 1.769 0.594
N -1.587 2.057 0.518
C -1.224 3.334 0.226
H 3.918 4.412 0.360
H 3.028 2.102 0.657
H 2.315 6.250 -0.141
H -0.062 6.995 -0.495
H -2.453 6.445 -0.484
H -4.263 4.758 -0.122
H -4.920 2.420 0.442
H -3.133 0.739 0.813
O -1.468 -0.708 -0.667
C -1.473 -2.086 -0.294
C -2.912 -2.536 -0.145
C -3.388 -3.718 0.336
C -4.808 -3.808 0.262
C -5.368 -2.687 -0.273
S -4.187 -1.536 -0.698
C -0.769 -2.202 1.078
C -0.897 -1.357 2.155
C -0.225 -1.810 3.318
C 0.415 -2.991 3.092
S 0.204 -3.531 1.496
C -0.765 -2.914 -1.353
C 0.573 -2.995 -1.640
C 0.844 -3.703 -2.842
C -0.305 -4.121 -3.448
S -1.683 -3.727 -2.539
H -2.755 -4.502 0.732
H -5.380 -4.663 0.592
H -6.415 -2.491 -0.444
H -1.534 -0.479 2.167
H -0.199 -1.279 4.258
H 1.027 -3.555 3.780
H 1.365 -2.576 -1.027
H 1.833 -3.888 -3.237
H -0.397 -4.678 -4.368

Löwdin population analysis, charges in e, atoms 1 to 8: atom 1 (Sm): 1.62, atom 2 (Cl): 0.70, atom 3 (C): -0.66, atom 4 (C): -0.12, atom 5 (C): -0.52, atom 6 (Cl): 0.74, atom 7 (C): -0.48, atom 8 (O): -0.33